(1)
# C5H15N2O

A cluster of 2 separate species, C5H15N2O in total at a distorted geometry (ωB97M-V/def2-TZVPD, the OMol25 dataset).

Properties
Charge: +1
LUMO (eV): -3.14

Last column: Löwdin charge in e.
CARTESIAN COORDINATES (ANGSTROEM)
C: -2.50 0.02 -0.79  -0.014
C: -1.15 0.16 -0.09  -0.326
C: -0.14 -0.93 -0.46  -0.111
C: 1.10 -0.90 0.39  -0.457
C: 1.62 -1.99 0.94  0.061
N: 1.61 0.38 0.59  0.091
N: -1.23 0.22 1.42  0.226
H: -2.53 -0.94 -1.29  0.084
H: -3.38 0.19 -0.19  0.088
H: -2.49 0.72 -1.61  0.090
H: -0.70 1.12 -0.35  0.134
H: 0.15 -0.80 -1.51  0.145
H: -0.60 -1.92 -0.38  0.128
H: 1.13 -2.95 0.85  0.063
H: 2.49 -1.98 1.58  0.071
H: 1.58 1.08 -0.15  0.050
H: 2.45 0.46 1.15  0.109
H: -1.85 -0.51 1.78  0.177
H: -1.46 1.15 1.76  0.178
H: -0.28 0.09 1.79  0.138
H: 2.70 2.01 -2.05  0.062
H: 1.41 2.89 -1.95  0.064
O: 2.09 2.43 -1.43  -0.049

=====

(2)
# C14H56O14

A cluster of 14 separate species, C14H56O14 in total at a distorted geometry (ωB97M-V/def2-TZVPD, the OMol25 dataset).

Properties
Charge: 0
LUMO (eV): 0.05

Last column: Löwdin charge in e.
CARTESIAN COORDINATES (ANGSTROEM)
C: -3.23 0.37 2.50  -0.148
O: -3.14 -0.51 1.44  -0.126
H: -3.43 -0.15 3.44  0.087
H: -2.26 0.86 2.56  0.076
H: -4.00 1.12 2.33  0.091
H: -4.04 -0.83 1.30  0.106
C: -0.09 -0.31 -0.06  -0.143
O: -0.54 -1.03 1.04  -0.132
H: -0.27 0.75 0.14  0.063
H: 0.99 -0.32 -0.17  0.084
H: -0.46 -0.58 -1.05  0.059
H: -1.45 -0.76 1.18  0.019
C: 1.62 -3.80 2.14  -0.101
O: 1.65 -2.83 1.08  -0.130
H: 1.70 -3.27 3.09  0.076
H: 0.67 -4.34 2.14  0.079
H: 2.50 -4.43 2.22  0.086
H: 1.05 -2.15 1.37  0.044
C: -2.61 2.98 -2.13  -0.134
O: -2.26 4.38 -2.11  -0.138
H: -1.86 2.50 -1.51  0.066
H: -3.63 2.76 -1.81  0.071
H: -2.59 2.59 -3.15  0.068
H: -2.12 4.60 -1.19  0.015
C: 1.71 -2.01 -4.24  -0.131
O: 2.01 -1.13 -3.15  -0.148
H: 2.59 -2.18 -4.87  0.079
H: 1.27 -2.96 -3.95  0.079
H: 1.01 -1.47 -4.88  0.073
H: 2.37 -1.64 -2.43  0.026
C: 1.14 4.31 -0.97  -0.116
O: 1.08 2.91 -0.69  -0.150
H: 1.30 4.85 -0.04  0.086
H: 2.01 4.52 -1.61  0.082
H: 0.27 4.74 -1.45  0.069
H: 0.78 2.49 -1.50  0.029
C: 4.24 1.31 -0.61  -0.088
O: 3.57 2.28 0.27  -0.155
H: 4.33 1.75 -1.60  0.072
H: 5.26 1.17 -0.27  0.078
H: 3.65 0.40 -0.69  0.067
H: 2.67 2.43 -0.04  0.008
C: -1.61 -1.42 -3.24  -0.152
O: -2.62 -2.01 -4.05  -0.118
H: -2.01 -1.19 -2.26  0.069
H: -0.81 -2.16 -3.17  0.072
H: -1.23 -0.52 -3.72  0.071
H: -3.37 -1.41 -4.01  0.069
C: -1.80 3.73 1.76  -0.147
O: -1.95 4.72 0.77  -0.110
H: -0.82 3.87 2.20  0.081
H: -2.55 3.70 2.56  0.089
H: -1.68 2.75 1.30  0.059
H: -2.18 5.49 1.30  0.093
C: 0.57 1.96 -4.19  -0.105
O: 0.72 1.31 -2.92  -0.160
H: -0.30 2.62 -4.16  0.073
H: 1.46 2.54 -4.42  0.082
H: 0.39 1.24 -4.99  0.073
H: 1.35 0.59 -2.95  0.038
C: 1.14 1.52 2.70  -0.140
O: 2.28 2.41 2.80  -0.114
H: 0.42 1.90 1.97  0.035
H: 1.44 0.50 2.45  0.072
H: 0.52 1.46 3.59  0.074
H: 2.66 2.53 1.92  0.018
C: -0.84 -1.57 4.77  -0.173
O: -0.91 -0.59 5.78  -0.109
H: -0.61 -1.23 3.76  0.062
H: -0.03 -2.23 5.08  0.079
H: -1.72 -2.20 4.68  0.068
H: -1.47 -0.95 6.47  0.077
C: 3.17 -4.17 -1.70  -0.155
O: 2.84 -2.89 -1.24  -0.134
H: 2.35 -4.88 -1.74  0.081
H: 3.66 -4.11 -2.67  0.084
H: 3.84 -4.66 -0.99  0.077
H: 2.35 -2.96 -0.42  0.024
C: -2.62 -3.59 2.23  -0.142
O: -2.43 -4.65 3.21  -0.131
H: -2.90 -3.92 1.23  0.082
H: -3.29 -2.86 2.69  0.069
H: -1.60 -3.27 2.05  0.058
H: -3.31 -4.82 3.53  0.065

=====

(3)
# C2HO4

The ion C2HO4 with charge -1 at a distorted geometry (ωB97M-V/def2-TZVPD, the OMol25 dataset).

Properties
Structure (SMILES): O=COC(=O)[O-]
Charge: -1
LUMO (eV): 4.31

Last column: Löwdin charge in e.
CARTESIAN COORDINATES (ANGSTROEM)
O: -2.06 -1.06 -0.07  -0.044
C: -0.99 -0.44 0.01  -0.460
O: 0.16 -0.84 -0.42  0.039
C: 1.12 0.37 -0.01  -0.717
O: 2.09 0.46 -0.69  0.059
O: 0.60 0.84 0.96  -0.002
H: -0.92 0.66 0.22  0.125

=====

(4)
# C3H6N2O

An isolated molecule of C3H6N2O (ωB97M-V/def2-TZVPD, the OMol25 dataset).

Properties
Structure (SMILES): C/N=C\NC=O
Charge: 0
LUMO (eV): 0.86

Last column: Löwdin charge in e.
CARTESIAN COORDINATES (ANGSTROEM)
C: 1.40 1.40 0.78  -0.140
N: 1.40 0.27 -0.11  -0.018
C: 0.40 -0.43 -0.44  -0.233
N: -0.97 -0.39 -0.11  0.080
C: -1.73 -1.43 -0.61  -0.346
O: -2.93 -1.49 -0.68  0.049
H: 0.47 1.59 1.33  0.065
H: 2.21 1.25 1.51  0.076
H: 1.68 2.30 0.21  0.079
H: 0.59 -1.26 -1.12  0.112
H: -1.44 0.46 0.20  0.149
H: -1.06 -2.25 -0.95  0.127

=====

Results for orbital gap: 8.9 9.5 9.1 10.7 (in eV, following the order of the records).
Results for electronic energy: -384.01642 -1620.10422 -377.84695 -302.64653 (in Ha, following the order of the records).
Results for energy relative to the best compared isomer or geometry (same formula, charge and spin): 21.72 30.13 14.55 29.22 (in kcal per mole, following the order of the records).